A cluster of 2 separate species, CH2N2O3 in total in a non-equilibrium geometry. Source: OMol25; level of theory: the ωB97M-V functional and the def2-TZVPD basis.

Frontier orbital gap   10.76 eV
HOMO   -10.621 eV
SMILES   N=C=O.O=NO
Energy relative to the best compared isomer or geometry (same formula, charge and spin)   117.2 kJ/mol

Cartesian coordinates (Å):
N1 1.004 -1.063 -0.579
C1 1.449 -0.218 0.177
O1 1.574 0.575 1.011
H1 0.580 -1.028 -1.472
O2 -1.441 -0.716 1.196
N2 -1.266 0.399 0.864
O3 -1.115 0.542 -0.539
H2 -0.786 1.508 -0.658

Here are the natural (NBO) charges for atoms 1 to 5, given in e: number 1, N, carries -0.771; number 2, C, carries 0.855; number 3, O, carries -0.515; number 4, H, carries 0.433; number 5, O, carries -0.255